Entry 1:
Computed, not measured: C33H36BNO4 as an isolated structure in a non-equilibrium geometry, with the ωB97M-V functional and the def2-TZVPD basis.

Calculated values
Relative energy (zero: lowest compared OMol25 entry of this formula, charge and spin)   5.302 eV
Total energy   -45152.010 eV
Total charge   0

Last column: Löwdin charge in e.
CARTESIAN COORDINATES (ANGSTROEM)
C (6.528, 0.652, 1.643)  -0.008
C (5.022, 0.782, 1.321)  -0.274
C (4.468, 1.856, 0.769)  -0.049
C (3.096, 1.536, 0.430)  -0.026
C (2.809, 0.583, 1.296)  -0.134
B (2.514, -2.211, 0.368)  -0.880
O (1.610, -2.284, 1.403)  0.093
C (0.674, -3.232, 0.810)  -0.048
C (1.187, -3.468, -0.699)  -0.358
C (0.273, -4.410, -1.522)  -0.010
C (2.723, -4.003, -0.549)  -0.020
O (3.571, -3.088, 0.233)  0.140
C (1.258, -2.076, -1.306)  -0.072
O (2.153, -1.326, -0.707)  0.154
O (3.981, -0.091, 1.635)  0.035
H (7.012, 1.590, 1.861)  0.070
H (6.741, 0.022, 2.479)  0.061
H (7.097, 0.234, 0.806)  0.077
H (4.931, 2.855, 0.659)  0.123
H (2.200, 1.975, -0.057)  0.114
H (0.789, -4.102, 1.451)  0.137
H (-0.394, -2.843, 0.793)  0.128
H (-0.017, -3.947, -2.469)  0.074
H (0.736, -5.358, -1.886)  0.095
H (-0.625, -4.626, -0.928)  0.085
H (2.723, -4.956, 0.044)  0.153
H (3.261, -4.011, -1.503)  0.144
H (0.795, -1.834, -2.251)  0.110
H (1.772, 0.405, 1.869)  0.067
C (1.433, 1.624, -5.133)  -0.097
C (0.341, 0.801, -5.462)  -0.085
C (-0.819, 0.861, -4.659)  -0.045
C (-0.863, 1.733, -3.552)  -0.220
C (-2.071, 1.673, -2.612)  -0.114
N (-1.699, 1.830, -1.175)  -0.122
C (-2.703, 2.536, -0.367)  -0.121
C (-3.718, 1.607, 0.197)  -0.206
C (-4.015, 1.660, 1.575)  -0.026
C (-4.740, 0.614, 2.157)  -0.103
C (-5.170, -0.479, 1.397)  -0.087
C (-5.018, -0.445, -0.014)  -0.066
C (-4.357, 0.649, -0.598)  -0.040
C (-0.703, 1.126, -0.560)  -0.074
C (-0.082, 1.349, 0.667)  -0.056
C (0.586, 0.287, 1.445)  -0.173
C (-0.229, 0.081, 2.703)  -0.201
C (-1.146, -0.954, 2.821)  -0.025
C (-2.232, -0.825, 3.703)  -0.085
C (-2.328, 0.311, 4.524)  -0.118
C (-1.313, 1.279, 4.511)  -0.080
C (-0.220, 1.136, 3.630)  -0.041
C (0.204, 2.561, -3.247)  -0.044
C (1.365, 2.502, -4.039)  -0.070
H (2.354, 1.536, -5.751)  0.108
H (0.388, 0.079, -6.290)  0.103
H (-1.639, 0.149, -4.797)  0.107
H (-2.790, 2.438, -2.904)  0.126
H (-2.521, 0.708, -2.839)  0.098
H (-2.133, 3.051, 0.409)  0.117
H (-3.207, 3.232, -1.045)  0.126
H (-3.672, 2.494, 2.194)  0.117
H (-4.952, 0.658, 3.235)  0.102
H (-5.651, -1.322, 1.866)  0.093
H (-5.410, -1.247, -0.624)  0.094
H (-4.322, 0.708, -1.697)  0.102
H (-0.376, 0.235, -1.148)  0.120
H (-0.143, 2.352, 1.096)  0.114
H (0.521, -0.634, 0.934)  0.074
H (-1.214, -1.747, 2.062)  0.094
H (-2.969, -1.624, 3.611)  0.103
H (-3.218, 0.437, 5.105)  0.085
H (-1.368, 2.163, 5.170)  0.105
H (0.532, 1.939, 3.605)  0.121
H (0.173, 3.150, -2.335)  0.112
H (2.228, 3.101, -3.762)  0.100

Forces on atoms 1 to 3 (eV/Å):
-1.06 -1.00 -0.57
0.97 0.25 0.99
0.13 1.98 -2.32

***

Entry 2:
Computed, not measured: C33H36BiCl2N3O3S6SiTe as an isolated structure in a non-equilibrium geometry, with the ωB97M-V functional and the def2-TZVPD basis.

Calculated values
Relative energy (zero: lowest compared OMol25 entry of this formula, charge and spin)   0.000 eV
Total energy   -156492.598 eV
Total charge   -2

Last column: Löwdin charge in e.
CARTESIAN COORDINATES (ANGSTROEM)
Bi (0.161, 0.042, -0.041)  1.149
S (7.198, 0.558, -0.637)  0.419
C (5.585, 0.825, -0.441)  -1.529
S (4.547, 1.301, -1.748)  0.872
C (3.050, 1.404, -0.822)  -1.218
C (3.155, 1.098, 0.495)  -1.186
S (1.839, 1.121, 1.637)  0.430
S (4.749, 0.652, 1.067)  0.860
S (1.595, 1.839, -1.613)  0.358
C (-2.416, 5.835, 5.226)  -0.067
C (-2.087, 4.955, 4.053)  -0.290
C (-1.945, 5.467, 2.776)  -0.037
C (-1.747, 4.636, 1.681)  -0.322
C (-1.580, 5.265, 0.330)  -0.109
C (-1.695, 3.251, 1.851)  -0.438
Te (-1.834, 1.927, 0.115)  0.902
C (-1.736, 2.736, 3.147)  -0.311
C (-1.534, 1.284, 3.401)  -0.108
C (-1.937, 3.588, 4.221)  -0.027
H (-2.386, 6.888, 4.951)  0.065
H (-1.721, 5.668, 6.048)  0.072
H (-3.420, 5.604, 5.586)  0.074
H (-2.004, 6.538, 2.618)  0.103
H (-1.538, 6.350, 0.412)  0.067
H (-2.410, 4.985, -0.318)  0.060
H (-0.653, 4.910, -0.119)  0.069
H (-0.503, 1.015, 3.177)  0.027
H (-2.160, 0.663, 2.764)  0.044
H (-1.729, 1.038, 4.441)  0.075
H (-2.002, 3.176, 5.218)  0.110
C (0.994, -1.467, 4.177)  -0.180
Si (-0.322, -2.112, 2.941)  0.241
C (-1.922, -2.404, 3.966)  -0.171
C (0.225, -3.866, 2.396)  -0.157
O (-0.603, -1.117, 1.742)  -0.630
H (0.999, -2.036, 5.104)  0.010
H (0.811, -0.426, 4.432)  0.002
H (1.994, -1.517, 3.753)  0.005
H (-1.729, -3.062, 4.809)  0.008
H (-2.691, -2.872, 3.358)  0.015
H (-2.329, -1.478, 4.359)  -0.001
H (0.228, -4.576, 3.219)  0.019
H (1.222, -3.869, 1.970)  -0.039
H (-0.443, -4.253, 1.634)  0.007
Cl (3.167, -2.841, 0.614)  0.770
C (3.463, -2.543, -1.060)  -0.579
C (4.755, -2.293, -1.488)  -0.133
C (4.987, -2.007, -2.822)  -0.111
C (3.931, -1.952, -3.714)  -0.118
C (2.646, -2.230, -3.281)  -0.574
Cl (1.336, -2.222, -4.405)  0.736
C (2.376, -2.548, -1.943)  -0.324
N (1.086, -2.821, -1.508)  0.039
C (0.619, -4.102, -1.262)  -0.202
C (1.452, -5.212, -1.392)  -0.035
C (0.963, -6.496, -1.239)  -0.115
C (-0.376, -6.692, -0.958)  -0.124
C (-1.197, -5.590, -0.776)  -0.059
C (-0.735, -4.288, -0.909)  -0.166
C (-1.657, -3.140, -0.635)  -0.061
C (-1.908, -2.190, -1.852)  -0.678
O (-2.892, -2.384, -2.544)  0.013
O (-1.036, -1.276, -2.002)  -0.371
H (5.563, -2.301, -0.774)  0.095
H (5.991, -1.804, -3.161)  0.102
H (4.091, -1.710, -4.753)  0.098
H (0.349, -2.179, -1.850)  0.043
H (2.497, -5.065, -1.627)  0.104
H (1.628, -7.344, -1.360)  0.089
H (-0.778, -7.693, -0.859)  0.084
H (-2.235, -5.746, -0.515)  0.106
H (-1.251, -2.515, 0.162)  0.062
H (-2.633, -3.525, -0.329)  0.117
C (-2.245, 2.295, -6.026)  -0.063
N (-1.943, 3.150, -4.919)  -0.145
C (-1.826, 4.523, -4.903)  -0.086
C (-1.458, 4.890, -3.656)  -0.101
N (-1.351, 3.749, -2.909)  0.051
C (-1.649, 2.664, -3.671)  -0.795
S (-1.657, 1.090, -3.181)  0.652
H (-3.155, 2.617, -6.537)  0.084
H (-2.388, 1.298, -5.597)  0.040
H (-1.416, 2.269, -6.741)  0.090
H (-2.015, 5.112, -5.777)  0.102
H (-1.268, 5.858, -3.241)  0.103
H (-1.103, 3.631, -1.930)  0.020

Forces on atoms 1 to 3 (eV/Å):
0.76 -1.07 0.20
0.63 -0.16 -0.03
-0.66 0.24 -0.01